The following is a quantum chemistry calculation of C29H39BCdN7O7PS as an isolated structure in a non-equilibrium geometry, from the OMol25 dataset.

Element x y z (Å)
Cd: -9.42798 -9.02591 16.87978
C: -6.37612 -9.99448 19.52921
C: -7.81783 -9.50878 19.37448
O: -7.82956 -8.59012 18.51889
C: -8.89352 -10.17295 20.05103
C: -10.24449 -9.95584 19.80416
C: -11.23801 -10.64251 20.63866
N: -10.58522 -9.28849 18.69912
N: -11.95364 -9.21818 18.46373
C: -12.24018 -8.68999 17.33013
O: -11.45893 -7.98435 16.55822
C: -13.72008 -8.61302 16.99692
C: -14.15718 -7.66566 16.13916
C: -15.51599 -7.60562 15.77348
C: -16.43811 -8.48419 16.35604
C: -15.93573 -9.45273 17.25723
C: -14.60172 -9.55867 17.54597
H: -6.14347 -10.37966 20.56042
H: -5.70390 -9.20756 19.21907
H: -6.24766 -10.96428 18.86924
H: -8.64013 -10.92831 20.79401
H: -10.81549 -11.07590 21.53267
H: -11.95206 -11.24524 20.01431
H: -11.97298 -9.97647 21.14788
H: -13.44591 -6.97938 15.68788
H: -15.80698 -6.76074 15.17010
H: -17.38205 -8.54571 15.90998
H: -16.58933 -10.14845 17.74341
H: -14.23587 -10.30931 18.28442
N: -6.52114 -14.86335 11.50879
C: -7.15129 -14.21223 12.61965
C: -7.90369 -14.96246 13.50497
C: -8.38311 -14.40234 14.64830
C: -8.11527 -13.11680 14.94704
C: -7.27444 -12.29757 14.16809
C: -6.87522 -12.89905 12.97699
S: -8.66574 -12.30021 16.42948
O: -9.14426 -13.35775 17.26570
O: -7.54194 -11.55207 16.90850
N: -9.83375 -11.24500 16.01957
C: -10.84889 -11.66900 15.20599
N: -10.98711 -12.95810 14.83677
C: -12.00045 -13.19504 14.06061
C: -12.85476 -12.26326 13.54603
C: -12.58091 -10.94336 13.82455
N: -11.65087 -10.66706 14.71495
H: -7.10057 -15.49197 10.99680
H: -6.16549 -14.14707 10.92517
H: -8.29176 -15.93532 13.25807
H: -9.08573 -14.86322 15.33933
H: -6.90490 -11.30964 14.46057
H: -6.41801 -12.30576 12.20059
H: -12.19367 -14.30473 13.80474
H: -13.60186 -12.60873 12.85077
H: -13.11127 -10.14231 13.42570
C: -5.44488 -5.71053 16.49658
C: -6.77443 -5.39490 17.17207
O: -7.69020 -4.95784 16.10860
P: -9.15322 -5.69030 16.30928
O: -9.88287 -5.34127 14.91544
C: -10.34578 -6.55161 14.18525
C: -10.17954 -6.33619 12.68801
O: -9.94959 -4.72805 17.34761
C: -10.49437 -5.40238 18.55383
C: -9.46426 -5.56665 19.64417
H: -4.75570 -6.14324 17.30013
H: -5.03857 -4.87603 15.97499
H: -5.56142 -6.50236 15.78381
H: -6.69146 -4.56860 17.84663
H: -7.15327 -6.28380 17.75732
H: -11.41815 -6.55713 14.41140
H: -9.81917 -7.40789 14.57043
H: -10.75066 -5.43011 12.33514
H: -10.61502 -7.14177 12.08049
H: -9.10696 -6.38036 12.53183
H: -10.92192 -6.32632 18.20595
H: -11.28166 -4.73437 18.86680
H: -8.68736 -6.30032 19.44328
H: -9.87747 -5.82341 20.63725
H: -8.86256 -4.66738 19.77284
B: -6.21881 -8.61885 12.93548
C: -7.17876 -8.64462 14.15827
N: -7.87180 -8.66914 15.09682
H: -6.48919 -7.66829 12.11248
H: -5.16142 -8.42117 13.56242
H: -6.24564 -9.63329 12.27359

Its LUMO energy is 0.1641 Ha. The value obtained for the HOMO-LUMO gap is 6.07 eV. The total charge is -2. The relative energy (zero: lowest compared OMol25 entry of this formula, charge and spin) comes out at 1.604 eV. The calculation puts the strongest force on any atom at 0.076 hartree/bohr.



The following is a quantum chemistry calculation of a 2-piece molecular cluster, C21H15F3NO5S3 overall in a non-equilibrium geometry, from the OMol25 dataset.

Element x y z (Å)
C: 4.26136 -0.62851 -2.59881
C: 3.62063 -0.37713 -1.40474
C: 2.33314 0.11799 -1.41363
C: 1.68855 0.35526 -2.60512
S: 0.02820 1.03695 -2.58857
C: -1.04711 -0.39140 -2.68899
C: -2.41006 -0.24844 -2.65330
C: -3.26387 -1.38674 -2.64186
C: -4.62489 -1.24877 -2.59185
C: -5.20231 0.01145 -2.56678
C: -4.40301 1.14541 -2.57769
C: -3.03964 1.02858 -2.61018
O: -0.22334 1.53570 -1.18131
O: -0.17484 1.83313 -3.85569
C: 2.32636 0.09424 -3.79552
C: 3.61449 -0.40179 -3.79531
H: 5.27461 -0.98987 -2.59617
H: 4.12859 -0.55219 -0.47041
H: 1.82625 0.33933 -0.49142
H: -0.59310 -1.35778 -2.74833
H: -2.82322 -2.36676 -2.65302
H: -5.25501 -2.12356 -2.56474
H: -6.27638 0.11139 -2.54351
H: -4.85666 2.12349 -2.55968
H: -2.41695 1.90525 -2.61890
H: 1.81676 0.29711 -4.72129
H: 4.11990 -0.59813 -4.72656
F: 0.77984 -3.08377 9.80529
C: 0.40508 -2.76572 8.55750
F: 1.45950 -2.74054 7.73124
F: -0.53674 -3.60805 8.11454
S: -0.32857 -1.11155 8.59596
N: -0.65302 -1.03568 6.96725
C: 0.25640 -0.44717 6.14204
O: 1.32141 0.03362 6.48608
C: -0.21201 -0.43328 4.74017
C: -1.46954 -0.97304 4.59062
C: -2.08026 -1.03936 3.36503
C: -1.40588 -0.55849 2.26061
C: -0.13938 -0.01829 2.39589
C: 0.46904 0.04992 3.63254
S: -2.10228 -1.53034 6.18965
O: -2.38565 -2.99006 6.03113
O: -3.22272 -0.59681 6.52017
H: -3.06943 -1.46388 3.28682
H: -1.85772 -0.62697 1.28400
H: 0.36854 0.35811 1.52326
H: 1.45716 0.46368 3.75845

Its LUMO energy is 0.0569 Ha. The value obtained for the HOMO-LUMO gap is 4.06 eV. The total charge is -1. The relative energy (zero: lowest compared OMol25 entry of this formula, charge and spin) comes out at 1.053 eV. The calculation puts the strongest force on any atom at 0.097 hartree/bohr.



The following is a quantum chemistry calculation of a 2-piece molecular cluster, C3H6N4O overall in a non-equilibrium geometry, from the OMol25 dataset.

Element x y z (Å)
H: 0.69715 -1.85061 -1.61050
N: 0.93418 -0.87633 -1.61725
C: -0.10795 -0.21449 -1.34685
C: -0.17961 1.23638 -1.21534
N: -1.44547 1.55259 -1.15679
O: -2.02891 2.63641 -1.04933
C: -2.18678 0.21881 -1.25292
N: -1.43771 -0.78555 -1.24699
H: 0.62557 1.81547 -1.19896
H: -3.23550 0.33432 -1.21217
N: 2.10431 -1.04762 0.91117
H: 1.82082 -0.24440 1.54269
H: 3.11670 -1.04967 0.78572
H: 1.60212 -0.58946 0.10088

Its LUMO energy (spin up / spin down) is -0.0506 / -0.0507 Ha. The value obtained for the HOMO-LUMO gap (spin up / spin down) is 8.30 / 8.30 eV. Its SMILES is [H]/N=C1/C=[N+]([O-])C=N1.N. The relative energy (zero: lowest compared OMol25 entry of this formula, charge and spin) comes out at 4.312 eV. The calculation puts the strongest force on any atom at 0.080 hartree/bohr.



The following is a quantum chemistry calculation of C39H37ClF5HgN5O2Se2 as an isolated structure, from the OMol25 dataset.

Element x y z (Å)
Hg: 0.91919 1.14239 -0.90946
Cl: -3.47882 6.66938 1.92888
C: -2.32251 5.40396 1.57827
C: -1.34775 5.07397 2.52125
C: -0.45494 4.07632 2.23798
C: -0.46048 3.33204 1.01454
O: 0.40968 2.39466 0.90321
C: -1.46186 3.70402 0.06121
C: -1.68597 3.12503 -1.25578
N: -1.01727 2.21050 -1.84216
C: -1.35834 1.67771 -3.09843
C: -2.47504 2.09481 -3.84310
C: -2.76562 1.51412 -5.06029
C: -1.96344 0.49959 -5.57121
C: -0.84469 0.04130 -4.86118
C: -0.01049 -1.00245 -5.31999
C: 1.08744 -1.40814 -4.55077
C: 1.33920 -0.77575 -3.36246
N: 0.56110 0.23734 -2.89906
C: -0.52624 0.65258 -3.59863
C: -2.36727 4.73394 0.38525
H: -1.30327 5.60678 3.46295
H: 0.31271 3.80179 2.95103
H: -2.55802 3.55988 -1.75571
H: -3.12572 2.87199 -3.46698
H: -3.63159 1.85133 -5.61771
H: -2.19685 0.04006 -6.52493
H: -0.24015 -1.48322 -6.26279
H: 1.73755 -2.20999 -4.87621
H: 2.17287 -1.05447 -2.73312
H: -3.12802 5.00035 -0.33915
C: -4.86604 0.64069 1.56429
C: -4.35754 -0.23947 2.69885
C: -3.42919 0.50926 3.65289
C: -2.02851 0.73337 3.09489
N: -1.29438 -0.51094 2.92061
C: -1.00721 -1.10533 1.72970
Se: -1.56169 -0.54305 0.08579
N: -0.19915 -2.16646 1.98973
C: 0.43227 -2.98522 0.96381
C: -0.48749 -4.00806 0.31377
C: -1.16205 -4.99886 1.26141
C: -2.31118 -4.41429 2.08523
C: 0.03973 -2.24674 3.34899
C: 0.77827 -3.13789 4.11224
C: 0.80607 -2.92901 5.48375
C: 0.11847 -1.86879 6.07274
C: -0.63044 -0.98241 5.31165
C: -0.66378 -1.19535 3.94245
H: -5.54656 0.09128 0.91242
H: -4.04373 0.99686 0.94235
H: -5.40209 1.50828 1.95734
H: -3.83019 -1.10334 2.28189
H: -5.20334 -0.63970 3.26460
H: -3.35452 -0.01829 4.60828
H: -3.85371 1.49414 3.87199
H: -1.43527 1.36148 3.76312
H: -2.05190 1.22299 2.12098
H: 1.27641 -3.48077 1.44670
H: 0.84005 -2.30197 0.22135
H: 0.13549 -4.55174 -0.40200
H: -1.24451 -3.48214 -0.27154
H: -0.41389 -5.44928 1.92422
H: -1.55537 -5.82052 0.65710
H: -1.96406 -3.86031 2.95765
H: -2.97089 -5.20446 2.44847
H: -2.90985 -3.73162 1.47721
H: 1.31645 -3.95876 3.65918
H: 1.37684 -3.60254 6.10950
H: 0.16890 -1.73377 7.14521
H: -1.16323 -0.15980 5.76838
F: 7.03138 -2.73158 -2.90815
C: 6.13141 -2.08465 -2.16111
C: 6.43548 -0.85540 -1.60662
F: 7.64057 -0.31083 -1.81974
C: 5.49362 -0.19360 -0.83583
F: 5.85695 0.99018 -0.33088
C: 4.22352 -0.70849 -0.58483
Se: 3.00283 0.21025 0.56495
C: 3.96185 -1.95310 -1.15690
F: 2.78022 -2.54850 -0.97270
C: 4.88352 -2.63777 -1.92912
F: 4.58131 -3.83030 -2.45207
C: 3.80269 3.91553 -4.03701
C: 3.26498 2.88131 -3.07335
N: 4.04347 1.80188 -2.85706
O: 2.18166 3.02863 -2.53621
H: 4.64757 3.55479 -4.62269
H: 4.11466 4.78685 -3.46047
H: 2.99869 4.22288 -4.70168
H: 4.98015 1.76122 -3.21382
H: 3.78087 1.19140 -2.09734

As for the spin multiplicity: 2. Its LUMO energy (spin up / spin down) is 0.0815 / 0.0813 Ha. The value obtained for the HOMO-LUMO gap (spin up / spin down) is 4.39 / 6.69 eV. The total charge is -1. Its expectation value of S² is 0.78. The calculation puts the strongest force on any atom at 0.009 hartree/bohr.